A structure of composition C2H2N4O2 in a non-equilibrium geometry, computed with the ωB97M-V functional and the def2-TZVPD basis.

The geometry in XYZ format:
```
10
Properties=species:S:1:pos:R:3:nbo_charge:R:1
C 0.129 -0.028 0.168 0.37
C 0.053 -0.736 -1.199 0.05
H 2.370 1.260 2.201 0.48
H 0.798 -1.287 -1.656 0.23
N 1.354 0.533 0.426 -0.13
N -1.050 -0.807 -1.858 -0.17
N -2.007 0.324 -1.165 -0.01
N -2.124 0.396 0.044 0.19
O 1.355 0.629 1.959 -0.58
O -0.879 -0.283 1.079 -0.42
```

* gap between HOMO and LUMO: 8.21 eV
* net charge: 0
* largest force on an atom: 5.961 eV Å⁻¹
* E_LUMO: -1.5 eV